1.
This record from the Open Molecules 2025 dataset describes C22H26N2O5 in the gas phase. The level of theory is wB97M-V/def2-TZVPD.

Results
- SMILES = CCOc1cc(C(=O)NCc2ccccc2)ccc1OCC(=O)N1CCOCC1
- E (Ha) = -1339.65402
- gap between HOMO and LUMO (Ha) = 0.3296

Last column: Löwdin charge in e.
Atoms and positions in Å:
C  -3.148091  -1.379475  3.006271  -0.06
C  -1.896659  -1.364799  2.142857  -0.25
O  -2.281291  -0.961446  0.844625  -0.04
C  -1.325672  -0.832046  -0.115511  -0.20
C  0.023575  -1.079889  0.057280  0.04
C  0.921808  -0.862859  -0.990178  -0.14
C  2.387589  -1.076198  -0.819191  -0.46
O  3.221120  -0.356077  -1.333328  0.07
N  2.715244  -2.152707  -0.063768  0.07
C  4.078061  -2.451724  0.317719  -0.13
C  4.278591  -2.274863  1.800747  -0.21
C  4.794311  -3.295935  2.585878  -0.05
C  4.957816  -3.117706  3.949300  -0.09
C  4.598125  -1.919529  4.541045  -0.10
C  4.078930  -0.896668  3.764084  -0.08
C  3.921666  -1.073027  2.401927  -0.04
C  0.456716  -0.384907  -2.203365  0.00
C  -0.896355  -0.156633  -2.399883  0.02
C  -1.794870  -0.382246  -1.371913  -0.19
O  -3.143588  -0.186091  -1.439449  -0.05
C  -3.674019  0.478085  -2.563757  -0.08
C  -3.108275  1.879484  -2.831329  -0.45
O  -2.782892  2.194286  -3.962062  0.06
N  -3.019221  2.729596  -1.792257  -0.03
C  -3.392618  2.502191  -0.412868  -0.10
C  -2.149553  2.667380  0.472664  -0.17
O  -1.558945  3.932667  0.295173  -0.12
C  -1.179664  4.127495  -1.049715  -0.17
C  -2.390609  4.024635  -1.980696  -0.10
H  -3.585154  -0.385518  3.042071  0.08
H  -3.879179  -2.063268  2.584470  0.08
H  -2.898844  -1.697794  4.014360  0.08
H  -1.158995  -0.661841  2.555570  0.13
H  -1.447247  -2.367565  2.111183  0.13
H  0.393744  -1.396353  1.020579  0.11
H  1.986517  -2.723435  0.332346  0.14
H  4.333875  -3.472379  0.014743  0.12
H  4.705414  -1.747264  -0.238451  0.13
H  5.075816  -4.233633  2.127641  0.11
H  5.365088  -3.917413  4.550431  0.10
H  4.724049  -1.781400  5.604697  0.10
H  3.801027  0.041911  4.220847  0.10
H  3.525793  -0.274545  1.790768  0.12
H  1.162125  -0.193936  -2.996300  0.12
H  -1.233913  0.209552  -3.355454  0.11
H  -4.749075  0.553090  -2.371375  0.14
H  -3.525581  -0.106783  -3.480223  0.14
H  -4.132596  3.261690  -0.130192  0.14
H  -3.815773  1.511251  -0.270106  0.12
H  -1.423031  1.876778  0.231109  0.12
H  -2.422049  2.599755  1.526983  0.13
H  -0.429788  3.376264  -1.341066  0.13
H  -0.736215  5.122589  -1.101481  0.13
H  -3.112508  4.811088  -1.735449  0.14
H  -2.090763  4.110991  -3.025200  0.13

Atomic forces in eV per Å
C 0.3 0.0 -0.3
C 0.0 -0.1 0.4
O 0.0 0.1 -0.3
C -0.2 0.0 -0.2
C -0.1 0.0 0.0
C -0.2 0.3 -0.3
C -0.1 -0.2 0.0
O 0.1 0.2 -0.2
N 0.0 -0.3 0.2
C 0.1 0.1 -0.1
C 0.0 -0.1 0.0
C 0.0 0.1 -0.1
C 0.0 0.0 0.1
C 0.0 -0.1 0.1
C 0.0 0.1 0.0
C 0.0 0.0 0.0
C 0.3 -0.1 0.2
C -0.3 0.0 0.1
C 0.0 -0.1 0.3
O 0.2 -0.2 0.2
C -0.1 0.0 -0.4
C -0.2 -0.2 0.1
O 0.0 -0.1 -0.3
N 0.1 0.3 0.1
C 0.1 -0.1 0.5
C -0.3 -0.2 0.0
O 0.0 0.1 0.1
C -0.1 0.1 -0.3
C 0.4 0.1 0.0
H -0.1 0.1 0.1
H -0.1 -0.1 0.0
H 0.0 0.0 0.1
H 0.0 -0.1 -0.1
H 0.0 0.1 0.0
H 0.0 0.0 0.1
H 0.0 0.1 -0.1
H 0.0 0.1 0.0
H -0.1 -0.2 0.0
H 0.0 -0.1 -0.1
H 0.0 -0.1 0.1
H 0.0 0.0 0.1
H 0.0 0.1 0.0
H -0.1 0.1 -0.1
H 0.1 0.0 -0.1
H -0.1 0.0 -0.1
H 0.1 0.0 0.0
H 0.0 0.2 0.1
H 0.0 -0.1 0.0
H 0.0 0.1 0.0
H -0.1 0.0 0.0
H 0.0 -0.1 0.0
H 0.0 0.1 0.0
H 0.0 -0.1 -0.1
H 0.0 0.0 0.0
H 0.0 0.1 0.1

---

2.
This record from the Open Molecules 2025 dataset describes a 2-piece molecular cluster, C23H22N3O3 overall in a non-equilibrium geometry. The level of theory is wB97M-V/def2-TZVPD.

Results
- charge = -1
- E (Ha) = -1279.60444
- gap between HOMO and LUMO (Ha) = 0.1510

Last column: Löwdin charge in e.
Atoms and positions in Å:
C  0.931638  0.706097  -6.573620  -0.06
O  2.001863  0.623943  -5.604618  -0.09
C  1.785389  0.050121  -4.390235  -0.25
C  2.882287  0.024902  -3.484770  0.00
C  2.756093  -0.575021  -2.255157  -0.03
C  1.554743  -1.223229  -1.874514  -0.20
C  1.520627  -1.879196  -0.593262  0.06
C  0.697331  -2.950829  -0.328469  -0.22
C  0.535014  -3.428185  0.985988  -0.14
N  0.391283  -3.767983  2.093718  0.21
C  0.063767  -3.719997  -1.349650  -0.21
N  -0.442201  -4.370289  -2.183901  0.15
C  0.448884  -1.161102  -2.762775  -0.01
C  0.551175  -0.528363  -3.991325  0.00
H  1.359226  1.252005  -7.415319  0.09
H  0.616047  -0.295641  -6.899677  0.09
H  0.071312  1.258443  -6.167915  0.09
H  3.811489  0.502924  -3.780852  0.12
H  3.591658  -0.608950  -1.549504  0.12
H  2.223552  -1.547648  0.182401  0.12
H  -0.503271  -1.611452  -2.470957  0.12
H  -0.323583  -0.484397  -4.644121  0.11
C  -0.979869  -2.684820  4.502301  -0.11
C  0.303890  -1.918447  4.445884  -0.24
O  0.170300  -0.956588  3.350513  -0.03
C  1.281604  -0.663401  2.669769  -0.50
C  1.116037  0.541265  1.792681  -0.34
C  2.324489  1.158960  1.224627  -0.08
N  -0.100671  0.983000  1.687335  0.05
C  -0.522889  2.105273  1.191081  -0.18
C  -1.911105  2.494103  1.252706  -0.23
C  -2.324107  3.752641  0.758712  -0.08
C  -3.662608  4.126934  0.797425  -0.13
C  -4.619617  3.250626  1.332013  -0.15
C  -4.223110  1.996927  1.827761  -0.12
C  -2.874724  1.630462  1.809916  -0.05
O  2.336177  -1.286087  2.696899  0.00
H  -1.033392  -3.268184  5.421287  0.07
H  -1.851621  -2.026222  4.455469  0.08
H  -1.004858  -3.381225  3.659837  0.03
H  0.485688  -1.346173  5.369996  0.12
H  1.150275  -2.579151  4.230774  0.10
H  3.162489  0.501668  1.471572  0.06
H  2.244274  1.260276  0.133051  0.06
H  2.503896  2.159493  1.650328  0.07
H  0.182425  2.822290  0.738736  0.09
H  -1.556952  4.408555  0.349114  0.09
H  -3.951663  5.110041  0.419404  0.09
H  -5.667371  3.551693  1.368466  0.08
H  -4.965037  1.313142  2.240181  0.09
H  -2.536271  0.676793  2.210696  0.10

Atomic forces in eV per Å
C 0.3 -0.2 0.7
O -0.3 0.1 -0.2
C -0.4 -0.6 0.8
C -0.5 0.3 -0.9
C -0.5 -0.5 0.4
C 0.2 0.6 -1.0
C -0.7 -0.9 0.3
C 0.9 0.8 -0.6
C -0.2 -0.8 3.0
N 0.5 0.2 -2.5
C -1.4 -1.2 -1.9
N 1.1 1.3 1.8
C 0.5 -0.1 0.6
C 0.6 0.4 -0.5
H -0.1 -0.1 0.1
H 0.1 0.2 0.1
H 0.2 -0.2 -0.1
H -0.1 -0.1 0.0
H -0.2 0.2 -0.3
H -0.6 0.0 -0.1
H 0.4 0.3 -0.1
H 0.3 0.0 0.2
C -0.4 -0.4 -0.1
C 0.2 0.6 -0.7
O 0.1 -1.0 1.4
C 0.3 2.0 -2.3
C 0.0 -2.1 1.1
C 0.4 0.2 -0.1
N -1.4 0.4 0.6
C 0.7 0.5 -0.6
C 0.0 0.0 0.0
C -0.2 -0.4 0.1
C 0.1 -0.3 0.2
C 0.0 0.0 -0.1
C 0.6 0.4 -0.1
C -0.7 0.2 -0.1
O 0.2 -0.6 0.8
H 0.0 0.0 0.1
H 0.1 0.0 0.1
H -0.2 0.2 0.3
H 0.0 -0.1 -0.3
H -0.1 0.2 0.2
H 0.1 0.3 -0.1
H 0.1 0.2 0.0
H 0.1 -0.1 -0.2
H -0.2 0.0 0.0
H -0.2 0.0 0.0
H 0.0 -0.3 0.1
H 0.2 -0.1 0.0
H 0.1 0.2 -0.1
H -0.1 0.2 -0.1

---

3.
This record from the Open Molecules 2025 dataset describes a 2-piece molecular cluster, C4H13NO3 overall in a non-equilibrium geometry. The level of theory is wB97M-V/def2-TZVPD.

Results
- SMILES = CNC(CO)CO.O
- E (Ha) = -440.61166
- gap between HOMO and LUMO (Ha) = 0.3573

Last column: Löwdin charge in e.
Atoms and positions in Å:
C  -0.606121  1.641748  0.932541  -0.12
N  -0.354414  0.546025  -0.006462  -0.10
C  1.121870  0.331662  -0.316593  -0.30
C  1.165394  -1.060758  -1.006410  -0.22
O  2.299802  -1.008173  -1.842703  -0.08
C  1.426057  1.461057  -1.264565  -0.21
O  2.704230  2.111654  -1.026885  -0.09
H  -1.526235  2.082215  0.616966  0.06
H  0.157708  2.427967  0.702100  0.09
H  -0.690729  1.292046  1.973444  0.08
H  -0.748431  -0.331403  0.304190  0.09
H  1.795371  0.248318  0.541802  0.15
H  0.308869  -1.212085  -1.660319  0.12
H  1.234891  -1.871765  -0.217073  0.14
H  3.108260  -1.448343  -1.548897  0.10
H  0.805415  2.298459  -0.928339  0.10
H  1.375879  1.266280  -2.322408  0.13
H  3.316455  1.682010  -1.643545  0.08
O  -5.559993  -3.579066  3.228743  -0.07
H  -5.595967  -2.650076  2.943350  0.04
H  -5.738315  -4.227772  2.541067  0.03

Atomic forces in eV per Å
C 0.5 -0.2 -0.7
N 1.7 -0.3 0.1
C -2.8 -1.5 -0.6
C 1.1 0.4 1.2
O 1.0 -0.5 -1.0
C 1.3 2.2 1.4
O 0.5 -1.0 -0.7
H -0.9 0.4 0.2
H -0.5 -0.7 1.1
H 0.4 0.5 -0.2
H -0.1 0.1 0.2
H -0.1 0.7 0.1
H -0.2 0.0 0.2
H -0.2 0.7 -1.0
H -0.7 0.0 0.4
H -0.5 -0.5 -0.9
H -0.7 -0.4 -0.2
H 0.1 0.2 0.4
O 0.2 0.3 0.7
H -0.1 -1.0 -0.4
H -0.1 0.7 -0.3

---

4.
This record from the Open Molecules 2025 dataset describes C5H7ClN4 in the gas phase in a non-equilibrium geometry. The level of theory is wB97M-V/def2-TZVPD.

Results
- 2S+1 = 3
- E (Ha) = -873.67080
- gap between HOMO and LUMO (alpha / beta) (Ha) = 0.2243 / 0.2429

Last column: Löwdin spin population.
Atoms and positions in Å:
C  1.667312  -0.751789  1.374103  0.13
C  1.171712  0.105647  0.450774  0.42
C  1.059286  1.653158  0.453630  0.06
C  -1.754451  -0.190376  -1.169907  0.03
C  -2.138025  -0.212400  0.081192  0.00
N  1.350936  -1.987218  1.005340  0.38
N  0.771702  -1.971388  -0.167998  0.65
N  0.594799  -0.715074  -0.496136  0.27
N  -0.272082  -0.224516  -1.425987  0.02
Cl  -2.655813  0.120439  -2.602651  0.01
H  1.986887  -0.472132  2.310337  0.00
H  1.051741  1.988343  -0.521539  0.01
H  1.843355  2.052446  0.990120  0.00
H  0.031624  1.824592  0.965627  0.03
H  -1.469368  -0.512828  0.801602  0.00
H  -3.141409  -0.116698  0.328441  0.00
H  -0.098205  -0.590205  -2.376949  0.00

Atomic forces in eV per Å
C -0.4 -3.0 -0.5
C 0.2 4.6 -0.7
C -3.1 -4.0 1.5
C 3.3 0.2 0.0
C -1.2 -0.1 -1.5
N 2.2 0.5 5.9
N -1.3 -3.5 -4.2
N -1.9 3.5 -2.3
N -1.9 -0.5 -1.8
Cl 0.1 -0.1 0.4
H 1.1 0.1 1.9
H -0.2 0.9 -2.1
H 1.5 1.0 1.3
H 1.6 0.3 -0.9
H 1.4 -0.4 1.6
H -1.6 0.2 0.5
H 0.1 0.2 0.8

---

5.
This record from the Open Molecules 2025 dataset describes a 4-piece molecular cluster, C3H13NO3 overall in a non-equilibrium geometry. The level of theory is wB97M-V/def2-TZVPD.

Results
- charge = +1
- 2S+1 = 2
- E (Ha) = -402.23891
- gap between HOMO and LUMO (alpha / beta) (Ha) = 0.3584 / 0.2329

Last column: Löwdin spin population.
Atoms and positions in Å:
C  2.015325  1.808980  0.068323  0.07
C  1.201449  1.364265  -1.074791  0.38
C  0.948495  0.050074  -1.468433  0.19
N  0.240572  -0.218327  -2.569589  0.27
H  2.204216  1.014885  0.791295  0.01
H  3.011223  2.150056  -0.249741  0.03
H  1.474770  2.668874  0.464125  0.01
H  0.524814  2.144437  -1.417221  0.01
H  1.598287  -0.707668  -1.039892  0.00
H  -0.410836  -1.009196  -2.516077  0.01
H  -0.423801  0.530486  -2.793927  0.00
H  -0.382578  -2.190776  1.252202  0.00
H  0.177675  -2.073348  2.711715  0.00
O  -0.250543  -2.656646  2.075896  0.00
H  -3.394339  -0.927316  1.134340  0.00
H  -2.613656  -1.792265  0.107736  0.00
O  -2.946922  -0.905770  0.280133  0.00
H  -1.610636  -0.081925  1.704687  0.00
H  -0.696139  0.674764  0.858670  0.00
O  -0.667375  0.156416  1.680549  0.01

Atomic forces in eV per Å
C 0.0 -0.3 -0.4
C -0.8 0.5 0.9
C 1.8 0.2 -0.9
N -2.7 0.4 1.5
H -0.2 0.1 0.1
H -0.1 0.1 -0.1
H 0.4 0.0 0.5
H 0.2 -0.1 -0.7
H -0.6 -0.4 0.1
H 1.2 -0.8 -0.4
H 0.8 0.4 -0.5
H 0.2 0.5 0.2
H -0.1 0.2 -0.4
O -0.1 -0.9 0.2
H -0.2 -0.4 -0.2
H -0.3 -0.1 0.3
O 0.2 0.3 -0.1
H 0.4 -0.2 0.3
H 0.2 0.0 0.4
O -0.4 0.5 -0.8

---

Energy relative to the best compared isomer or geometry (same formula, charge and spin) across the listed records, respectively: 54.0, 27.3, 65.0, 1.5, 30.5 kcal per mole.